Formula: C41H46AsNO7W
Source: OMol25
Level of theory: ωB97M-V/def2-TZVPD

Element x y z (Å)
1 W 0.637 0.632 -1.385
2 C 3.498 1.608 -2.116
3 C 2.988 1.218 -3.491
4 O 1.586 0.845 -3.376
5 C 1.167 -0.080 -4.412
6 C -0.279 -0.406 -4.157
7 O -0.475 -0.700 -2.732
8 C -0.542 -2.125 -2.389
9 C 0.402 -2.357 -1.222
10 O 1.457 -1.383 -1.430
11 C 2.645 -1.595 -0.616
12 C 3.647 -0.600 -1.125
13 O 2.995 0.692 -1.110
14 H 3.163 2.596 -1.813
15 H 4.589 1.603 -2.107
16 H 3.531 0.371 -3.913
17 H 3.084 2.060 -4.178
18 H 1.810 -0.963 -4.371
19 H 1.265 0.393 -5.392
20 H -0.584 -1.269 -4.747
21 H -0.938 0.425 -4.390
22 H -0.239 -2.695 -3.264
23 H -1.571 -2.367 -2.128
24 H 0.825 -3.361 -1.261
25 H -0.061 -2.184 -0.250
26 H 2.999 -2.615 -0.770
27 H 2.380 -1.450 0.432
28 H 3.948 -0.861 -2.140
29 H 4.535 -0.569 -0.493
30 C -2.779 3.152 -6.454
31 C -3.722 2.598 -5.602
32 C -3.366 2.222 -4.311
33 C -2.049 2.414 -3.903
34 C -1.090 2.971 -4.754
35 C -1.465 3.344 -6.033
36 As -1.588 2.033 -2.094
37 C -1.639 3.637 -1.084
38 C -0.952 4.821 -1.316
39 C -1.131 5.868 -0.415
40 C -1.990 5.709 0.670
41 C -2.698 4.527 0.869
42 C -2.532 3.465 -0.014
43 C -3.276 2.166 0.001
44 C -4.261 1.797 0.908
45 C -4.943 0.597 0.737
46 C -4.655 -0.255 -0.327
47 C -3.657 0.082 -1.235
48 C -2.987 1.281 -1.054
49 H -3.069 3.446 -7.454
50 H -4.743 2.464 -5.935
51 H -4.107 1.807 -3.640
52 H -0.070 3.125 -4.413
53 H -0.745 3.794 -6.703
54 H -0.341 4.953 -2.205
55 H -0.632 6.814 -0.574
56 H -2.135 6.532 1.358
57 H -3.388 4.452 1.700
58 H -4.531 2.452 1.727
59 H -5.733 0.335 1.428
60 H -5.227 -1.164 -0.460
61 H -3.450 -0.554 -2.087
62 C 5.512 0.436 6.591
63 O 4.577 0.074 5.551
64 C 4.154 -1.198 5.492
65 C 4.491 -2.220 6.378
66 C 3.995 -3.492 6.164
67 C 3.176 -3.788 5.070
68 C 2.830 -2.788 4.191
69 C 3.297 -1.495 4.420
70 N 3.074 -0.418 3.524
71 C 2.086 -0.102 2.743
72 C 0.748 -0.649 2.686
73 C 0.166 -1.289 3.801
74 C -1.156 -1.669 3.811
75 C -1.952 -1.425 2.696
76 C -1.425 -0.777 1.591
77 C -0.093 -0.382 1.581
78 O 0.342 0.296 0.481
79 H 6.421 -0.158 6.504
80 H 5.054 0.300 7.569
81 H 5.734 1.485 6.433
82 H 5.134 -2.025 7.224
83 H 4.260 -4.280 6.857
84 H 2.828 -4.799 4.911
85 H 2.207 -3.000 3.331
86 H 3.845 0.251 3.563
87 H 2.305 0.739 2.094
88 H 0.767 -1.462 4.681
89 H -1.572 -2.148 4.686
90 H -2.991 -1.725 2.697
91 H -2.041 -0.538 0.733
92 C 0.952 3.083 0.802
93 O 1.065 2.566 -0.586
94 H -0.047 3.486 0.947
95 H 1.711 3.853 0.908
96 H 1.127 2.251 1.461
97 H 0.793 3.304 -1.162

Spin multiplicity = 3
LUMO level (alpha / beta) = -11.62 / -11.48 eV
Energy above the lowest of the compared OMol25 structures with the same formula, charge and spin = 17.8 kJ/mol
Kohn-Sham gap (alpha / beta) = 5.6 / 5.8 eV
Net charge = +4

***

Formula: C41H47CsF6GeN4O3P2Sb
Source: OMol25
Level of theory: ωB97M-V/def2-TZVPD

Element x y z (Å)
1 Cs 0.323 -1.626 0.949
2 C 0.136 2.694 -0.419
3 C -1.062 3.628 -0.359
4 P -2.488 2.864 0.590
5 C -3.348 2.038 -0.805
6 C -3.550 0.665 -0.733
7 C -4.229 0.006 -1.743
8 C -4.700 0.710 -2.839
9 C -4.488 2.077 -2.923
10 C -3.819 2.740 -1.913
11 C -3.544 4.360 0.731
12 C -3.030 5.553 1.257
13 C -3.847 6.645 1.466
14 C -5.204 6.575 1.182
15 C -5.738 5.377 0.717
16 C -4.923 4.283 0.516
17 P 1.802 3.479 -0.742
18 C 1.499 4.306 -2.358
19 C 0.577 5.339 -2.544
20 C 0.434 5.935 -3.783
21 C 1.209 5.526 -4.856
22 C 2.150 4.522 -4.674
23 C 2.292 3.926 -3.436
24 C 1.621 4.978 0.328
25 C 2.201 6.184 -0.058
26 C 2.188 7.283 0.781
27 C 1.614 7.191 2.039
28 C 1.084 5.982 2.458
29 C 1.102 4.883 1.619
30 H 0.007 1.948 -1.204
31 H 0.243 2.154 0.529
32 H -1.406 3.894 -1.360
33 H -0.803 4.541 0.179
34 H -3.168 0.120 0.117
35 H -4.393 -1.059 -1.669
36 H -5.235 0.197 -3.628
37 H -4.853 2.627 -3.781
38 H -3.681 3.811 -1.975
39 H -1.978 5.628 1.502
40 H -3.431 7.566 1.857
41 H -5.842 7.435 1.329
42 H -6.800 5.303 0.516
43 H -5.350 3.351 0.171
44 H -0.018 5.698 -1.717
45 H -0.286 6.733 -3.916
46 H 1.086 5.989 -5.827
47 H 2.777 4.208 -5.498
48 H 3.019 3.142 -3.289
49 H 2.659 6.260 -1.035
50 H 2.628 8.215 0.451
51 H 1.586 8.056 2.690
52 H 0.654 5.893 3.447
53 H 0.700 3.942 1.967
54 C -6.317 -0.642 3.638
55 O -6.383 -1.909 3.039
56 C -5.242 -2.364 2.399
57 C -5.318 -3.672 1.883
58 C -4.216 -4.226 1.287
59 C -3.002 -3.538 1.123
60 C -1.826 -4.167 0.562
61 C -1.723 -5.682 0.577
62 O -0.850 -3.556 0.117
63 C -2.945 -2.153 1.548
64 O -1.970 -1.388 1.366
65 C -4.100 -1.643 2.232
66 H -7.261 -0.503 4.169
67 H -6.198 0.155 2.895
68 H -5.488 -0.579 4.353
69 H -6.245 -4.215 1.980
70 H -4.319 -5.226 0.885
71 H -2.623 -6.196 0.890
72 H -0.918 -5.931 1.267
73 H -1.419 -6.017 -0.412
74 H -3.995 -0.627 2.579
75 N 5.297 -2.050 -1.560
76 C 4.402 -1.108 -1.164
77 N 4.155 -1.002 0.158
78 N 3.964 -0.276 -2.064
79 C 3.060 0.619 -1.900
80 N 2.241 1.439 -1.943
81 H 5.338 -2.875 -0.978
82 H 5.281 -2.240 -2.550
83 H 4.255 -1.818 0.741
84 H 3.458 -0.338 0.462
85 C -0.597 -2.910 4.575
86 Ge 0.362 -1.158 4.727
87 C -1.116 0.157 4.422
88 C 0.593 -1.038 6.763
89 C 1.836 -0.850 3.521
90 H -1.633 -2.779 4.876
91 H -0.154 -3.672 5.217
92 H -0.600 -3.286 3.557
93 H -2.003 -0.143 4.972
94 H -1.370 0.192 3.368
95 H -0.839 1.160 4.738
96 H -0.341 -1.272 7.266
97 H 0.901 -0.041 7.070
98 H 1.348 -1.740 7.113
99 H 2.661 -0.443 4.138
100 F 1.777 -2.641 -0.611
101 Sb 2.128 -4.540 -0.679
102 F 3.161 -4.076 -2.256
103 F 3.752 -4.076 0.325
104 F 2.893 -6.303 -0.867
105 F 1.435 -5.168 0.973
106 F 0.738 -5.118 -1.834

Spin multiplicity = 2
LUMO level (alpha / beta) = 3.67 / 3.66 eV
Energy above the lowest of the compared OMol25 structures with the same formula, charge and spin = 310.9 kJ/mol
Kohn-Sham gap (alpha / beta) = 5.0 / 5.0 eV
Net charge = -2

***

Formula: C41H47N2O2P2PdS2SeSi
Source: OMol25
Level of theory: ωB97M-V/def2-TZVPD

Element x y z (Å)
1 Pd -1.164 0.833 -1.262
2 C 5.407 -0.927 2.721
3 S 4.267 -1.250 4.082
4 C 2.903 -2.013 3.171
5 C 2.333 -1.143 2.065
6 C 1.085 -1.763 1.442
7 N 0.356 -0.871 0.548
8 P 0.800 -0.184 -0.936
9 C 2.231 0.916 -0.577
10 C 3.563 0.579 -0.815
11 C 4.584 1.451 -0.460
12 C 4.289 2.675 0.127
13 C 2.967 3.027 0.354
14 C 1.952 2.151 -0.003
15 C 1.565 -1.343 -2.089
16 C 2.380 -2.413 -1.740
17 C 3.000 -3.171 -2.726
18 C 2.821 -2.849 -4.062
19 C 2.014 -1.774 -4.415
20 C 1.379 -1.030 -3.435
21 P -1.035 0.084 0.975
22 C -0.553 0.999 2.472
23 C -0.334 2.369 2.387
24 C 0.134 3.074 3.487
25 C 0.378 2.415 4.682
26 C 0.132 1.052 4.786
27 C -0.338 0.349 3.687
28 C -2.172 -1.163 1.638
29 C -2.180 -2.435 1.081
30 C -3.074 -3.393 1.539
31 C -3.983 -3.073 2.537
32 C -3.996 -1.793 3.077
33 C -3.094 -0.839 2.632
34 H 6.342 -0.591 3.167
35 H 5.033 -0.148 2.059
36 H 5.597 -1.838 2.153
37 H 2.142 -2.216 3.929
38 H 3.234 -2.979 2.780
39 H 3.083 -0.999 1.287
40 H 2.097 -0.150 2.454
41 H 0.383 -2.070 2.222
42 H 1.338 -2.685 0.906
43 H 3.816 -0.358 -1.293
44 H 5.614 1.177 -0.654
45 H 5.088 3.356 0.391
46 H 2.712 3.986 0.785
47 H 0.921 2.437 0.150
48 H 2.548 -2.669 -0.703
49 H 3.620 -4.013 -2.444
50 H 3.300 -3.443 -4.830
51 H 1.859 -1.527 -5.457
52 H 0.715 -0.218 -3.707
53 H -0.546 2.884 1.461
54 H 0.306 4.141 3.406
55 H 0.754 2.962 5.538
56 H 0.306 0.538 5.723
57 H -0.557 -0.708 3.779
58 H -1.492 -2.656 0.279
59 H -3.065 -4.385 1.105
60 H -4.688 -3.816 2.889
61 H -4.713 -1.535 3.846
62 H -3.112 0.162 3.043
63 O -3.100 1.897 1.188
64 C -3.613 2.012 0.077
65 C -5.015 2.555 -0.135
66 C -5.192 2.541 -1.644
67 C -3.873 1.978 -2.175
68 O -3.630 1.798 -3.340
69 N -3.028 1.712 -1.106
70 H -5.080 3.547 0.313
71 H -5.713 1.907 0.398
72 H -5.339 3.530 -2.078
73 H -6.008 1.904 -1.986
74 S -0.232 2.500 -2.762
75 C -0.077 4.010 -1.876
76 C 0.816 4.977 -2.359
77 C 1.007 6.181 -1.700
78 C 0.319 6.464 -0.525
79 C -0.572 5.516 -0.037
80 C -0.771 4.315 -0.705
81 H 1.372 4.759 -3.263
82 H 1.709 6.903 -2.103
83 H 0.475 7.400 -0.003
84 H -1.126 5.706 0.876
85 H -1.463 3.592 -0.304
86 C -1.123 -4.183 -4.204
87 Si -1.708 -3.625 -2.505
88 C -3.319 -4.527 -2.157
89 C -0.445 -4.399 -1.326
90 Se -2.027 -1.422 -2.551
91 H -1.288 -5.256 -4.349
92 H -0.054 -3.980 -4.318
93 H -1.653 -3.637 -4.985
94 H -3.150 -5.601 -2.022
95 H -4.013 -4.389 -2.990
96 H -3.799 -4.128 -1.263
97 H -0.266 -5.427 -1.661
98 H -0.775 -4.449 -0.287
99 H 0.506 -3.869 -1.368

Spin multiplicity = 1
LUMO level = 2.20 eV
Energy above the lowest of the compared OMol25 structures with the same formula, charge and spin = 17.1 kJ/mol
Kohn-Sham gap = 6.3 eV
Net charge = -1

***

Formula: C41H48As2F3O8PtSbSeSi
Source: OMol25
Level of theory: ωB97M-V/def2-TZVPD

Element x y z (Å)
1 Pt -1.025 -0.016 -0.540
2 C 3.918 -0.557 -2.430
3 C 3.602 -0.388 -0.937
4 C 4.004 -1.658 -0.176
5 C 4.367 0.819 -0.381
6 C 2.157 -0.163 -0.783
7 C 0.966 0.047 -0.657
8 H 4.995 -0.683 -2.567
9 H 3.594 0.319 -2.992
10 H 3.415 -1.440 -2.831
11 H 5.078 -1.830 -0.278
12 H 3.475 -2.528 -0.570
13 H 3.764 -1.569 0.885
14 H 5.443 0.669 -0.505
15 H 4.157 0.947 0.683
16 H 4.076 1.730 -0.903
17 C -0.006 1.562 -4.157
18 O -0.081 2.326 -2.946
19 C 1.088 2.697 -2.418
20 O 2.153 2.563 -2.962
21 C 0.886 3.272 -1.049
22 C 1.776 4.128 -0.557
23 As 1.749 4.952 1.223
24 C 3.467 4.246 1.868
25 C 0.653 3.629 2.163
26 C -0.323 2.876 1.665
27 As -0.817 2.770 -0.234
28 C -1.630 4.557 -0.423
29 C -1.132 1.909 2.486
30 O -1.039 0.720 2.337
31 O -2.079 2.397 3.303
32 C -2.291 3.809 3.409
33 C 0.945 3.676 3.629
34 O 1.340 4.670 4.188
35 O 0.738 2.508 4.236
36 C 0.917 2.498 5.661
37 C 2.818 4.713 -1.476
38 O 2.553 5.534 -2.311
39 O 4.053 4.299 -1.174
40 C 5.109 4.792 -2.015
41 H -1.010 1.186 -4.326
42 H 0.698 0.742 -4.023
43 H 0.323 2.194 -4.980
44 H 4.269 4.702 1.296
45 H 3.504 3.165 1.750
46 H 3.556 4.527 2.915
47 H -1.037 5.305 0.104
48 H -2.650 4.546 -0.045
49 H -1.643 4.793 -1.486
50 H -3.259 3.920 3.889
51 H -2.315 4.286 2.430
52 H -1.523 4.277 4.025
53 H 0.495 1.558 6.000
54 H 0.405 3.344 6.114
55 H 1.978 2.550 5.900
56 H 6.010 4.780 -1.409
57 H 4.883 5.796 -2.361
58 H 5.218 4.124 -2.868
59 F 1.006 -4.934 -5.557
60 C 0.575 -4.439 -4.381
61 C 0.828 -3.115 -4.084
62 C 0.379 -2.614 -2.870
63 C -0.306 -3.431 -1.974
64 C -0.549 -4.760 -2.312
65 C -0.107 -5.278 -3.521
66 Sb -0.964 -2.633 -0.132
67 C -2.662 -3.881 0.165
68 C -3.696 -3.852 -0.771
69 C -4.831 -4.628 -0.594
70 C -4.915 -5.425 0.532
71 F -6.017 -6.180 0.710
72 C -3.913 -5.478 1.479
73 C -2.780 -4.698 1.284
74 C 0.408 -3.536 1.208
75 C 1.309 -4.517 0.808
76 C 2.214 -5.060 1.709
77 C 2.199 -4.601 3.011
78 F 3.073 -5.125 3.893
79 C 1.328 -3.621 3.444
80 C 0.435 -3.085 2.527
81 H 1.365 -2.498 -4.793
82 H 0.575 -1.580 -2.614
83 H -1.097 -5.405 -1.634
84 H -0.286 -6.306 -3.804
85 H -3.624 -3.212 -1.644
86 H -5.643 -4.623 -1.310
87 H -4.022 -6.120 2.342
88 H -1.984 -4.741 2.020
89 H 1.318 -4.866 -0.218
90 H 2.923 -5.823 1.416
91 H 1.364 -3.284 4.471
92 H -0.234 -2.294 2.851
93 C -4.282 -0.708 0.996
94 Si -4.531 0.286 -0.569
95 C -6.123 -0.201 -1.421
96 C -4.606 2.102 -0.110
97 Se -2.904 -0.205 -2.105
98 H -5.143 -0.605 1.664
99 H -3.393 -0.364 1.534
100 H -4.152 -1.768 0.768
101 H -6.971 -0.063 -0.744
102 H -6.102 -1.248 -1.729
103 H -6.294 0.408 -2.311
104 H -5.581 2.322 0.335
105 H -4.477 2.742 -0.983
106 H -3.844 2.352 0.632

Spin multiplicity = 3
LUMO level (alpha / beta) = -0.32 / -1.55 eV
Energy above the lowest of the compared OMol25 structures with the same formula, charge and spin = 39.3 kJ/mol
Kohn-Sham gap (alpha / beta) = 6.1 / 6.1 eV